# C4H9N

2 unconnected molecules or ions with the total composition C4H9N at a distorted geometry (ωB97M-V/def2-TZVPD, OMol25).

## Properties
SMILES: C=CC.C=N
Maximum force, eV/A: 2.1
Relative energy (zero: lowest compared OMol25 entry of this formula, charge and spin), kcal per mole: 44.6
Total energy, eV: -5781.8780

Positions of all 14 atoms, in Å:
C1 0.22278 -2.32944 -1.95628
C2 -0.96236 -1.72684 -1.94746
C3 -1.25761 -0.26187 -1.74663
H1 0.35751 -3.20721 -2.57237
H2 1.09113 -1.89015 -1.47604
H3 -1.82507 -2.29588 -2.27883
H4 -0.86859 0.28352 -2.60059
H5 -2.30313 -0.18244 -1.46149
H6 -0.70710 0.13974 -0.88540
C4 1.17118 2.55027 3.09758
N1 1.85066 2.16150 4.08484
H7 1.60888 3.23896 2.37901
H8 0.24924 2.07813 2.73888
H9 1.37248 1.44171 4.62479

Atomic partial charges in e from the Löwdin method, atoms 1 to 2: -0.03 -0.25